No. 1
The following is a DFT calculation (ωB97M-V/def2-TZVPD) of 8 unconnected molecules or ions with the total composition C37H95N5O12 at a distorted geometry.

Results
Kohn-Sham gap in eV: 8.542
ΔE to the lowest compared entry with this formula, charge and spin in kcal per mole: 107.09
E_HOMO in eV: -7.98
Structure (SMILES): COC[C@H](C)N.COCCNCCOC.COCCNCCOC.COCCNCCOC.COCCNCCOC.CC(C)O.CC(C)O.CC(C)O
E in eV: -71918.982

Geometry as ORCA input:
```
! wB97M-V def2-TZVPD RIJCOSX def2/J DEFGRID3
* xyz 0 1
H 1.6165 -1.3452 -1.6353
H 3.8166 -0.3430 5.6210
H 5.6768 -0.0355 0.3268
H -1.0947 -4.3411 -2.4033
H -1.9055 3.7305 -3.1662
H -3.3886 -1.3207 -3.5306
O 1.3585 0.3276 6.2685
C 5.5102 -1.8357 6.9702
H 1.1509 0.7872 -4.9814
C 2.3388 -0.6715 -3.6621
C -3.1964 -4.8976 -2.2820
H 2.2407 -2.2888 3.3876
O -3.7041 -2.7579 6.8743
C 2.5080 0.3099 7.1239
H 0.2677 1.8700 6.8322
H 4.1153 -1.4591 8.2962
H -2.2760 -1.2364 -5.7962
H -0.9293 6.3111 -5.5918
C 3.0151 -3.5511 -1.4590
C 0.1253 0.7905 6.7826
O -4.0068 3.6470 -2.4450
H 3.3226 3.3223 1.6626
H 0.9156 4.8081 0.1350
C -2.0748 -3.9410 -2.6628
H -1.8463 5.8548 -1.0937
C -3.4544 -0.4552 -2.8713
H 4.2722 -3.5842 6.4344
H 2.9933 4.0955 -4.2792
C -0.6767 1.0215 -0.5742
H 3.6996 -2.0361 -4.5432
H -4.0010 -6.0344 -0.5594
C 3.0028 3.2768 -3.5597
H -0.3116 6.1627 -3.3246
C 3.4759 -0.6936 6.5953
H -5.4491 2.2042 -2.7887
H -0.6535 0.4884 6.0824
H 1.6464 2.7303 2.0506
H -1.8009 4.0929 -0.7881
H 6.4545 -3.0968 9.2516
H 2.6444 5.0133 0.1068
N -1.4103 4.5072 -2.7520
H 3.0322 0.0619 -3.2506
H -3.7662 0.4491 -3.3940
H 4.7939 -0.3736 1.8358
H 0.6346 -0.9431 -4.7088
C -3.0181 -3.8127 6.2460
C 1.1104 -0.0556 -4.2915
C -3.6687 4.7705 -1.7084
H -4.3392 4.9860 -0.8765
C 1.2520 -1.8377 3.4713
C 3.0556 1.3300 1.4859
H -6.0913 3.7843 -2.7367
C -2.9060 0.4552 -7.0501
N 1.9097 3.0060 0.0313
H -4.1197 1.0069 -5.3930
H 1.9605 5.6410 -2.1099
H -1.8822 1.8145 -2.1525
H -1.2784 -3.0754 7.0989
O 3.1852 -2.4371 -2.2683
C 1.9339 4.5930 -1.8114
H 2.9425 -1.6252 6.4064
H 5.2696 -3.6941 10.4852
H -4.5851 -0.2363 -6.2689
H -2.7997 1.1392 -0.7873
H -4.8014 1.4311 -7.0979
C -2.3342 4.6493 -7.0464
O -2.4108 4.8094 -5.6602
C -0.8068 -1.4943 2.3325
H -0.1792 0.3807 7.7456
H 6.4606 -1.5814 7.4392
H -3.0141 -4.7397 6.8193
C -2.0587 4.8694 -1.5084
O 0.4478 -2.0206 2.3233
H 2.3526 0.5144 1.3168
H -2.9928 -4.7640 4.2334
C -5.3148 3.1638 -2.2895
H 0.7278 -2.2113 4.3509
H 4.1234 -0.9648 0.2803
O -3.0549 -6.0126 -3.0858
N 3.0356 -1.3108 -4.7738
H 0.0751 0.6103 1.2129
H -1.5978 0.2564 -5.2838
C -1.1580 5.3626 -5.1060
H 2.1846 0.0104 8.1207
H -1.6115 -2.5568 5.3762
C 1.8280 4.4431 -0.3366
O 4.1252 1.1136 0.7086
H -4.2750 -0.8362 -2.2633
H -3.3167 4.4072 -7.4514
H -2.1774 -3.1191 -1.9543
H 2.4723 2.5953 -0.7001
H -1.0072 -0.6170 -6.7581
H -4.2201 -4.5571 -2.4379
C -1.6471 -3.3591 6.1132
H -1.6357 3.8642 -7.3358
H 5.6012 -1.8126 5.8842
H -2.1106 -1.1221 0.4791
C 5.5815 -3.7214 9.4412
N -0.7800 0.3771 0.7286
H -3.3212 -5.7719 -3.9762
H -3.8565 -0.1226 -8.7120
H 2.2217 -4.2491 -1.7257
H 2.1426 2.6074 -3.5682
C 2.4834 2.6995 1.3530
C 4.9725 -3.2917 7.2167
H 3.8982 -4.1897 -1.4373
H -1.9073 5.5267 -7.5323
C -1.9676 0.9686 -1.4704
C -1.0966 -1.0030 0.8607
H -5.5713 3.0154 -1.2405
C 4.6902 -0.1726 0.7695
C 1.9736 -1.7195 -2.5948
H 3.3599 1.3586 2.5322
C -3.1359 -5.4460 -0.8653
O -2.1238 -0.2948 -2.2306
O 4.5032 -3.5603 8.5173
H -2.3595 -6.2002 -0.7366
H -0.9973 -4.1176 5.6766
H 3.0414 1.2491 7.2706
H -3.0562 -2.1009 7.1394
O -3.0643 -0.3276 -8.2099
H 2.7537 -3.2945 -0.4324
H -0.3232 -1.4095 0.2090
H 0.1094 0.4050 -1.0102
O 3.1145 3.9496 -2.3471
H 3.9466 2.7543 -3.7152
H -3.0189 -4.7225 -0.0585
C -3.6233 -4.1889 4.9114
C -1.2262 5.6510 -3.6244
H -1.4581 -2.2595 2.7547
H 5.8165 -4.7851 9.4058
H -0.3512 2.0611 -0.6099
H -3.8603 5.6601 -2.3085
H 0.3563 0.2341 -3.5597
H -2.0367 6.3793 -3.5973
H -0.9534 -0.6197 2.9663
C -4.2184 0.7735 -6.4531
H -2.0638 -3.6888 -3.7232
H 1.2410 -2.3750 -3.0657
H -0.2926 4.8242 -5.4925
H -2.4427 1.3775 -7.4006
H -4.4905 -4.8479 4.9538
H 2.2552 -1.8926 -5.0430
H 5.7191 -4.0669 7.0445
H -3.9150 -3.3627 4.2629
H 1.2832 -0.7585 3.6207
H 1.0606 4.1042 -2.2431
N 4.5395 -0.8913 7.5767
C -1.8747 -0.2985 -6.1802
*
```

Here are the Mulliken charges for atoms 1 to 5, given in e: 0.0251 0.2490 0.2658 0.2548 -0.0588

---

No. 2
The following is a DFT calculation (ωB97M-V/def2-TZVPD) of 10 unconnected molecules or ions with the total composition C37H98N6O11S at a distorted geometry.

Results
Kohn-Sham gap in eV: 8.566
E_HOMO in eV: -8.40
Structure (SMILES): O=S1(=O)CCCC1.COC[C@H](C)N.COC[C@H](C)N.COC[C@H](C)N.COC[C@H](C)N.COC[C@H](C)N.COC[C@H](C)N.CC(C)O.CC(C)O.CC(C)O
E in eV: -82249.151

Geometry as ORCA input:
```
! wB97M-V def2-TZVPD RIJCOSX def2/J DEFGRID3
* xyz 0 1
H 4.1794 -1.3927 2.9313
H -2.7529 -3.1401 -4.2799
C 6.3729 -1.1202 -4.5205
C -5.2822 -2.1709 3.3447
H -2.5346 -2.2452 3.4275
H 1.5974 2.4057 2.4817
H -3.6046 -3.6740 -6.5442
C -0.6065 1.6439 -4.9394
H 0.7184 3.3414 4.6265
H -2.3513 -2.8759 1.8358
H 0.3145 1.8200 -0.7961
N -7.2825 -2.4807 2.0096
H -0.9504 2.9263 -3.5500
C -6.6679 -1.5512 2.9969
H 6.5785 -3.2556 -4.3869
C 5.5455 1.8362 1.0297
H -7.8228 -2.1516 4.7474
H 2.0280 -0.2678 -3.2208
H 3.7340 2.4379 -0.7361
O -2.0664 -4.5072 -2.9550
H -4.6249 -6.3734 -4.3059
H -0.2538 -1.4241 2.2218
C -3.0895 4.4763 -3.9795
H -8.4993 -0.7824 3.9654
H -4.1657 -5.2014 -7.2039
O 6.9269 -1.2433 -5.8056
C -3.1909 -5.1430 -5.1459
H 0.2119 0.1428 2.8870
H -2.2620 0.2904 -6.7016
H 0.4198 1.5791 6.0467
H -4.0976 4.8908 -3.9876
C -2.9818 -4.1619 -3.9773
H -0.7716 0.3374 11.7172
H -0.4624 -4.7332 -4.2190
C 6.4642 0.7773 -1.0550
H -0.6648 0.6659 4.9308
C -2.7879 -0.3257 -5.9722
C 0.8598 0.0018 -1.2485
H 4.5566 -0.0890 -5.3710
H 6.1976 -2.4074 -2.8682
H 6.3288 -1.6733 0.8320
H 7.8598 -2.4935 -3.5348
H -0.1384 -0.3928 -1.4387
O -0.8383 0.2433 9.5562
C -1.1580 0.3797 -4.2227
H -0.9085 5.0116 3.3512
C -0.1670 4.3865 2.8536
H -1.9025 0.7378 -3.5117
C 0.9738 3.9483 3.7579
H 1.7949 1.8107 -1.3072
H -0.1673 1.8590 8.4800
C -3.0306 -2.8742 2.6883
N -0.1260 2.5951 -4.0304
O 4.4940 2.0793 -1.2002
N 0.8817 1.4514 -1.5461
H -1.3625 1.9813 -5.6485
C -3.1985 3.6243 -1.7367
H 6.7294 -0.2113 -4.0357
N -1.6862 -0.7250 6.8815
H 5.8600 1.0785 1.7474
H -2.4481 5.5477 -0.3784
C -0.5804 1.1749 5.8909
H -6.5122 -0.5966 2.4944
H 4.5487 -1.9481 -5.3232
H -2.9633 3.5222 -4.4912
H 1.2074 0.4827 -5.4532
H 4.4124 -1.0062 -3.8591
H 4.1557 -3.9966 2.8115
H -1.4950 -0.3052 2.3937
O -2.4926 4.4900 -2.6921
H 1.1348 -1.3714 0.4793
H -1.4214 -1.2844 6.0834
O -4.3312 -2.4169 2.1943
C -7.5446 -1.2611 4.1837
H -0.4088 -0.0704 -3.5715
C 2.0409 3.3464 2.8081
H 6.6479 -2.1145 -6.0965
H 4.1782 -4.5336 1.0558
C -3.1423 2.4899 0.5550
H -8.1975 -2.1271 1.7688
H -3.6141 0.1905 -5.4834
N -2.4828 4.7624 0.2558
O 3.7152 -1.4493 2.0930
H 0.6887 6.1938 2.1117
C -0.7755 0.9236 10.7983
H -1.6937 1.5106 10.7760
H 1.9427 0.1314 0.7337
H 7.1176 1.6087 -1.3196
C -4.0632 -4.6277 -6.2828
H -0.6147 3.4722 2.4641
H -6.6818 -2.3873 1.2030
C -0.4316 -0.3505 2.1586
H 2.9409 -0.5638 -1.7401
C 5.2200 1.1758 -0.3020
H 4.6031 2.2526 1.3856
H -3.1648 -1.2157 -6.4762
C 1.0373 -0.2996 0.3066
H -3.3593 4.7943 0.7565
H 4.5785 0.3310 -0.0515
H 0.2447 0.7814 -6.8041
C 4.8451 -1.0073 -4.8595
H 6.1914 2.7060 0.9099
O -1.6865 -0.6785 -5.0715
H 1.2675 2.0324 -6.2309
H 0.3510 2.0731 -3.3092
C 5.8568 -2.4119 1.4800
H 2.9932 3.1246 3.2897
C 3.8185 -3.8140 1.7912
C 1.9443 -0.5842 -2.1811
C -0.9301 1.0848 8.3975
C 0.4191 5.1951 1.7681
H 7.1967 0.0901 -0.6316
C -0.6580 -4.2724 -3.2507
C 6.8024 -2.3820 -3.7747
H -0.4124 -3.2108 -3.2781
H -5.0589 -4.4903 -5.8611
C 0.5788 1.2618 -5.8845
H -4.2680 3.8038 -1.6269
H -4.7476 -1.5686 4.0793
H -6.9340 -0.7843 4.9504
H -1.3426 1.9540 5.8757
H -5.4993 -3.0632 3.9319
H -1.4425 3.2249 -0.7279
H 6.2148 0.2544 -1.9782
H -3.1065 1.4285 0.3092
O 2.0270 3.5455 0.1350
C -0.7083 0.2705 7.1064
H -3.0804 -3.9276 2.9635
O -0.1578 0.1970 0.9162
N -3.7130 -6.4713 -4.7291
H 2.7383 -3.7453 1.9196
H 1.4722 4.8158 4.1904
C 4.2908 -2.4505 1.3181
H 6.1755 -3.3923 1.1258
H -0.0367 -4.6990 -2.4633
H -3.1896 -6.5991 -3.8748
H -1.8412 1.6817 8.3569
H 3.9680 -2.3772 0.2796
H -0.0451 5.1780 0.7820
C -2.4572 3.5026 -0.4427
H 0.2216 -0.2733 7.2726
H -4.1931 2.6549 0.7929
H 0.0256 1.6417 10.9735
H -3.2704 2.6669 -2.2528
H -2.2216 -5.3336 -5.6065
S 2.0751 4.4066 1.3093
H -3.9172 -4.1686 -3.4177
H 6.2183 -2.2101 2.4883
O 3.1583 5.3764 1.5293
H -2.5708 5.1798 -4.6308
H 1.8397 -1.6691 -2.1874
H -2.6069 2.5802 1.5001
H -1.7597 -1.2741 7.7259
*
```

Here are the Mulliken charges for atoms 1 to 5, given in e: 0.2788 -0.0607 0.0976 -0.7906 0.0654